Formula: C5H10N2O
Source: OMol25
Level of theory: ωB97M-V/def2-TZVPD

Geometry (Å):
O -2.4867 -0.3106 -0.4591
N 0.3446 -1.5085 1.4892
N -0.8275 -0.6030 -2.0260
C 0.6309 -0.2502 1.1608
C 1.3319 0.5052 -0.0786
C -1.2721 -0.1605 -0.8870
C -0.2109 0.5670 0.1122
C 2.1918 1.6749 0.4697
H 0.4870 -1.6706 2.7215
H -0.0081 -0.0128 -2.5368
H 2.4610 2.1476 -0.5817
H -0.6795 1.4115 0.8479
H 3.0529 1.3395 1.0957
H -1.5088 -0.7495 -2.7993
H 1.5431 2.2550 1.2972
H -0.6283 -1.6260 1.5337
H 1.6895 -0.1724 -0.8006
H 0.8355 0.3246 1.9902

Atomic forces in eV per Å
4.6 0.4 -1.8
0.9 -5.3 5.5
2.9 1.4 -5.9
0.2 4.3 -3.9
-1.7 -0.6 4.3
-3.6 1.7 6.3
-1.0 0.4 1.6
-1.2 0.2 -1.0
0.1 0.6 -4.9
-2.2 -1.9 2.3
0.0 0.3 2.9
0.9 -1.6 -2.9
-0.3 0.1 -1.1
0.2 -0.3 1.4
1.3 -0.6 -2.6
-1.8 -0.4 -0.6
0.5 -0.4 -1.1
0.3 1.7 1.6

total energy = -381.11932 hartree
energy relative to the best compared isomer or geometry (same formula, charge and spin) = 4.520 eV
HOMO = -8.31 eV
spin multiplicity = 1
SMILES = C[C@H]1[C@H](N)[C@@H]1C(N)=O
orbital gap = 0.330 hartree